1.
Below is 3 unconnected molecules or ions with the total composition C5H16NO2, with properties calculated with wB97M-V/def2-TZVPD.

Computed properties:
- total charge = +1
- ΔE to the lowest compared entry with this formula, charge and spin (kcal per mole) = 9.16
- calculated total energy (Eh) = -405.10555
- Kohn-Sham gap (eV) = 9.99
- HOMO level (Ha) = -0.47553
- molar mass (g/mol) = 122.19

Bonds (Å) are listed after each position.
Atoms and positions in Å:
1 C 0.05227 0.68353 1.65091  C2 1.513, N6 1.491, H7 1.084, H8 1.088
2 C 1.19744 -0.14349 1.11003  C1 1.513, C3 1.498, H9 1.093, H10 1.094
3 C 1.61473 0.18123 -0.29163  C2 1.498, C4 1.328, C5 1.511
4 C 1.63544 -0.73944 -1.24839  C3 1.328, H11 1.089, H12 1.084
5 C 2.03903 1.61090 -0.53780  C3 1.511, H13 1.089, H14 1.098, H15 1.089
6 N -1.21640 0.42878 0.91040  C1 1.491, H16 1.029, H17 1.038, H18 1.021
7 H -0.11209 0.42965 2.69152  C1 1.084
8 H 0.30247 1.74098 1.59616  C1 1.088
9 H 1.01523 -1.21399 1.23316  C2 1.093
10 H 2.01395 0.00963 1.82188  C2 1.094
11 H 1.31200 -1.75849 -1.03968  C4 1.089
12 H 1.97749 -0.47178 -2.24153  C4 1.084
13 H 2.51944 2.05323 0.33382  C5 1.089
14 H 2.78728 1.63243 -1.34057  C5 1.098
15 H 1.26457 2.25614 -0.95113  C5 1.089
16 H -1.13961 0.82848 -0.03431  N6 1.029
17 H -1.51864 -0.55401 0.76891  N6 1.038
18 H -1.99708 0.93347 1.33190  N6 1.021
19 H -2.51126 0.14633 -2.63627  O21 0.970
20 H -2.96013 1.39953 -1.94786  O21 0.967
21 O -2.37764 0.63918 -1.81215  H19 0.970, H20 0.967
22 H -0.57159 -2.86174 0.50309  O24 0.965
23 H -2.04069 -2.97121 0.84844  O24 0.966
24 O -1.40068 -2.37227 0.44358  H22 0.965, H23 0.966



2.
Below is 3 unconnected molecules or ions with the total composition C5H16NO2, with properties calculated with wB97M-V/def2-TZVPD.

Computed properties:
- total charge = +1
- ΔE to the lowest compared entry with this formula, charge and spin (kcal per mole) = 24.91
- calculated total energy (Eh) = -405.08045
- Kohn-Sham gap (eV) = 9.60
- HOMO level (Ha) = -0.47210
- molar mass (g/mol) = 122.19

Bonds (Å) are listed after each position.
Atoms and positions in Å:
1 C 0.35607 0.62118 0.51511  C2 1.498, N6 1.496, H7 1.071, H8 1.088
2 C -0.72827 -0.13177 -0.19279  C1 1.498, C3 1.533, H9 1.098, H10 1.090
3 C -2.05490 0.08902 0.54296  C2 1.533, C5 1.513, H11 1.097, H12 1.078
4 C -1.94484 -1.46390 2.51123  C5 1.322, H13 1.087, H14 1.075
5 C -2.01735 -0.23925 2.01972  C3 1.513, C4 1.322, H15 1.084
6 N 1.65311 0.68937 -0.22657  C1 1.496, H16 1.021, H17 1.014, H18 1.031
7 H -0.03971 1.61409 0.58663  C1 1.071
8 H 0.56689 0.33251 1.54276  C1 1.088
9 H -0.54931 -1.21440 -0.23306  C2 1.098
10 H -0.80131 0.09674 -1.25622  C2 1.090
11 H -2.33206 1.14272 0.41289  C3 1.097
12 H -2.86536 -0.42404 0.05025  C3 1.078
13 H -1.94732 -2.31678 1.83796  C4 1.087
14 H -2.12228 -1.68376 3.54893  C4 1.075
15 H -2.25862 0.60873 2.65056  C5 1.084
16 H 2.23047 -0.15125 -0.16785  N6 1.021
17 H 2.13234 1.55799 -0.01448  N6 1.014
18 H 1.48031 0.82378 -1.23449  N6 1.031
19 H 0.71661 1.53279 -3.59093  O21 0.960
20 H 1.00346 2.69444 -2.52515  O21 0.959
21 O 0.49939 1.90592 -2.73333  H19 0.960, H20 0.959
22 H 2.31290 -2.41020 -1.49627  O24 0.965
23 H 3.74007 -1.96972 -1.01687  O24 0.963
24 O 2.96970 -1.70422 -1.53099  H22 0.965, H23 0.963



3.
Below is 3 unconnected molecules or ions with the total composition C5H16NO3, with properties calculated with wB97M-V/def2-TZVPD.

Computed properties:
- spin multiplicity = 2
- total charge = 0
- ΔE to the lowest compared entry with this formula, charge and spin (kcal per mole) = 0.00
- calculated total energy (Eh) = -480.45634
- Kohn-Sham gap (spin up / spin down) (eV) = 4.38 / 8.17
- HOMO level (spin up / spin down) (Ha) = -0.13217 / -0.28193
- molar mass (g/mol) = 138.19

Bonds (Å) are listed after each position.
Atoms and positions in Å:
1 O 1.77119 -1.79578 -0.52153  C2 1.250
2 C 0.68715 -1.22708 -0.77255  O1 1.250, C3 1.510, H8 1.099
3 C -0.04968 -0.47751 0.31217  C2 1.510, C4 1.552, N7 1.536, H9 1.124
4 C -1.08611 0.57302 -0.16693  C3 1.552, C5 1.541, C6 1.551, H10 1.090
5 C -1.53163 1.45005 1.01881  C4 1.541, H11 1.094, H12 1.103, H13 1.092
6 C -0.38020 1.42311 -1.25491  C4 1.551, H14 1.101, H15 1.087, H16 1.080
7 N 0.98027 0.05435 1.32021  C3 1.536, H17 1.026, H18 1.033, H19 1.020
8 H 0.05835 -1.48801 -1.63573  C2 1.099
9 H -0.51986 -1.30552 0.90883  C3 1.124
10 H -1.98783 0.09088 -0.54483  C4 1.090
11 H -2.36188 2.09044 0.70742  C5 1.094
12 H -0.81375 2.23671 1.30553  C5 1.103
13 H -1.89989 0.93119 1.90595  C5 1.092
14 H -0.90857 2.38827 -1.29802  C6 1.101
15 H -0.59779 0.91038 -2.18875  C6 1.087
16 H 0.68140 1.54495 -1.09493  C6 1.080
17 H 1.05780 -0.53763 2.15424  N7 1.026
18 H 1.91996 0.17385 0.90917  N7 1.033
19 H 0.62003 0.97467 1.57155  N7 1.020
20 H -1.60324 -3.96837 -0.31193  O22 0.960
21 H -2.80150 -3.04323 -0.30681  O22 0.954
22 O -1.89371 -3.09876 -0.59509  H20 0.960, H21 0.954
23 H 3.92411 0.15899 -0.10116  O25 0.954
24 H 3.42895 1.05924 -1.13852  O25 0.980
25 O 3.30645 0.88181 -0.18218  H23 0.954, H24 0.980



4.
Below is 3 unconnected molecules or ions with the total composition C5H16O2, with properties calculated with wB97M-V/def2-TZVPD.

Computed properties:
- total charge = 0
- ΔE to the lowest compared entry with this formula, charge and spin (kcal per mole) = 13.39
- calculated total energy (Eh) = -350.56094
- Kohn-Sham gap (eV) = 11.07
- HOMO level (Ha) = -0.38543
- molar mass (g/mol) = 108.18
- SMILES = CCCCC.O.O

Bonds (Å) are listed after each position.
Atoms and positions in Å:
1 C 0.07519 -2.41573 0.56527  C2 1.537, H6 1.103, H7 1.089, H8 1.093
2 C 1.43764 -1.77657 0.25129  C1 1.537, C3 1.518, H9 1.091, H10 1.098
3 C 1.38000 -0.85787 -0.95578  C2 1.518, C4 1.557, H11 1.079, H12 1.094
4 C 0.50705 0.43094 -0.98408  C3 1.557, C5 1.528, H13 1.101, H14 1.094
5 C 0.78736 1.40687 0.15797  C4 1.528, H15 1.096, H16 1.092, H17 1.102
6 H -0.75765 -1.71284 0.39311  C1 1.103
7 H -0.04486 -2.81494 1.57141  C1 1.089
8 H -0.19574 -3.21163 -0.13292  C1 1.093
9 H 2.16464 -2.58275 0.13772  C2 1.091
10 H 1.76879 -1.33657 1.20145  C2 1.098
11 H 1.13909 -1.43727 -1.83362  C3 1.079
12 H 2.40449 -0.51112 -1.11836  C3 1.094
13 H -0.52441 0.07115 -0.84462  C4 1.101
14 H 0.60801 0.80391 -2.00703  C4 1.094
15 H -0.06302 2.09302 0.24831  C5 1.096
16 H 1.77500 1.86971 0.10113  C5 1.092
17 H 0.77560 0.78214 1.06518  C5 1.102
18 O -2.63671 0.97243 0.98747  H19 0.961, H20 0.967
19 H -2.84108 0.09458 1.31966  O18 0.961
20 H -1.83807 1.19300 1.48611  O18 0.967
21 O -1.67482 2.86419 -0.75461  H22 0.952, H23 0.971
22 H -2.01807 3.74968 -0.68923  O21 0.952
23 H -2.22840 2.32567 -0.16583  O21 0.971



5.
Below is 2 unconnected molecules or ions with the total composition C5H16O2Si3, with properties calculated with wB97M-V/def2-TZVPD.

Computed properties:
- total charge = 0
- ΔE to the lowest compared entry with this formula, charge and spin (kcal per mole) = 65.81
- calculated total energy (Eh) = -1218.96977
- Kohn-Sham gap (eV) = 7.63
- HOMO level (Ha) = -0.28074
- molar mass (g/mol) = 192.44

Bonds (Å) are listed after each position.
Atoms and positions in Å:
1 C 1.77850 -0.41878 -0.94829  C2 1.526, C3 1.528, H11 1.092, H12 1.091
2 C 1.81815 -1.92068 -0.68159  C1 1.526, C4 1.528, H13 1.092, H14 1.093
3 C 1.05891 0.27357 0.20862  C1 1.528, C5 1.511, H15 1.097, H16 1.091
4 C 0.39178 -2.40685 -0.43177  C2 1.528, O6 1.398, H17 1.110, H18 1.093
5 C -0.28206 -0.36061 0.49874  C3 1.511, O6 1.398, Si10 1.873
6 O -0.23177 -1.75100 0.63329  C4 1.398, C5 1.398
7 O -2.89281 0.09442 1.30543  Si10 1.642, H19 0.955
8 Si -1.66853 -0.11892 -2.00508  H20 1.453, H21 1.456, H22 1.464
9 Si -1.01189 2.58163 2.30870  Si10 2.305, H23 1.469, H24 1.469, H25 1.467
10 Si -1.36538 0.35022 1.85132  C5 1.873, O7 1.642, Si9 2.305, H26 1.484
11 H 2.78739 -0.01954 -1.06933  C1 1.092
12 H 1.22437 -0.23963 -1.87113  C1 1.091
13 H 2.24095 -2.45798 -1.53276  C2 1.092
14 H 2.43066 -2.13007 0.19850  C2 1.093
15 H 1.69283 0.19145 1.10075  C3 1.097
16 H 0.92139 1.33421 -0.00617  C3 1.091
17 H -0.20644 -2.21523 -1.34709  C4 1.110
18 H 0.36595 -3.47313 -0.19273  C4 1.093
19 H -3.62874 0.08806 1.91334  O7 0.955
20 H -2.30342 1.16946 -1.78408  Si8 1.453
21 H -2.58788 -1.24617 -2.06422  Si8 1.456
22 H -0.79228 -0.08367 -3.17717  Si8 1.464
23 H -0.84762 2.83931 3.74596  Si9 1.469
24 H -2.12930 3.44645 1.90702  Si9 1.469
25 H 0.17939 3.16967 1.68640  Si9 1.467
26 H -1.21280 -0.44809 3.09309  Si10 1.484



6.
Below is 4 unconnected molecules or ions with the total composition C5H16O3, with properties calculated with wB97M-V/def2-TZVPD.

Computed properties:
- total charge = 0
- ΔE to the lowest compared entry with this formula, charge and spin (kcal per mole) = 24.03
- calculated total energy (Eh) = -425.77243
- Kohn-Sham gap (eV) = 9.90
- HOMO level (Ha) = -0.33059
- molar mass (g/mol) = 124.18
- SMILES = C/C=C/CC.O.O.O

Bonds (Å) are listed after each position.
Atoms and positions in Å:
1 C -0.53555 -1.74548 -1.03139  C2 1.526, H6 1.094, H7 1.085, H8 1.100
2 C 0.00906 -0.53842 -0.27213  C1 1.526, C3 1.323, H9 1.086
3 C -0.67415 0.59121 -0.18062  C2 1.323, C4 1.518, H10 1.056
4 C -0.13126 1.83549 0.49785  C3 1.518, C5 1.517, H11 1.098, H12 1.090
5 C 0.03581 3.03324 -0.41847  C4 1.517, H13 1.066, H14 1.094, H15 1.096
6 H 0.31195 -2.26312 -1.48948  C1 1.094
7 H -1.38002 -1.41922 -1.62886  C1 1.085
8 H -0.84322 -2.52775 -0.32262  C1 1.100
9 H 1.05767 -0.64385 -0.00979  C2 1.086
10 H -1.67655 0.66053 -0.50430  C3 1.056
11 H -0.83976 2.02780 1.31407  C4 1.098
12 H 0.78406 1.55687 1.02066  C4 1.090
13 H 0.30274 2.70603 -1.39726  C5 1.066
14 H 0.74854 3.76758 -0.03288  C5 1.094
15 H -0.86314 3.65797 -0.46519  C5 1.096
16 O 3.35312 -0.37184 3.17700  H17 0.964, H18 0.963
17 H 2.80603 0.33529 2.81603  O16 0.964
18 H 3.70485 0.05206 3.96736  O16 0.963
19 O -4.38600 -2.79370 4.15197  H20 0.965, H21 0.963
20 H -4.97341 -3.54802 4.28258  O19 0.965
21 H -4.76458 -2.11726 4.72293  O19 0.963
22 O 2.74566 -0.59367 -5.71324  H23 0.966, H24 0.964
23 H 2.67308 -1.52758 -5.94977  O22 0.966
24 H 2.53507 -0.13415 -6.53444  O22 0.964